# 1
Density functional theory data (ωB97M-V/def2-TZVPD) for a structure of composition C39H36CrI2N3O3P.

Element x y z (Å)
Cr 0.59271 -1.31104 1.07859
O -1.01028 0.92230 2.92368
C -0.91765 1.19493 1.74591
O -0.22718 0.51237 0.85659
C -1.56907 2.39603 1.13620
C -1.91070 3.50698 1.89719
C -2.48888 4.60281 1.28262
C -2.73751 4.58899 -0.08481
C -2.42105 3.47629 -0.84299
C -1.84498 2.36525 -0.23137
P -1.42968 0.88958 -1.23607
C -2.93328 0.70839 -2.25502
C -2.95476 0.03573 -3.47572
C -4.16009 -0.34873 -4.03912
C -5.35320 -0.13204 -3.36555
C -5.34051 0.50301 -2.13212
C -4.14006 0.91651 -1.58008
C -0.07081 1.62703 -2.20240
C 1.08864 1.95708 -1.49930
C 2.15153 2.55384 -2.15441
C 2.07790 2.80537 -3.51886
C 0.92802 2.47497 -4.21928
C -0.14705 1.88858 -3.56718
H -1.69773 3.49930 2.95790
H -2.74569 5.47637 1.86730
H -3.18940 5.45003 -0.56024
H -2.63621 3.45151 -1.90437
H -2.03110 -0.21901 -3.98020
H -4.16062 -0.84548 -5.00061
H -6.28847 -0.47888 -3.78461
H -6.25962 0.66321 -1.58339
H -4.14246 1.38693 -0.60493
H 1.15272 1.74013 -0.44025
H 3.03991 2.82868 -1.60001
H 2.91256 3.25978 -4.03695
H 0.86315 2.67635 -5.28103
H -1.04566 1.65185 -4.12073
C 3.17998 0.47097 4.11859
C 2.89872 -0.37650 5.18057
C 1.89979 -1.32900 5.06042
C 1.21450 -1.45079 3.85484
C 1.54491 -0.65315 2.75224
C 2.49867 0.33504 2.91350
C 0.03220 -2.28508 3.65992
C -0.40207 -3.27501 4.56321
C -1.54313 -3.97049 4.30522
C -2.37379 -3.55700 3.23947
C -3.64161 -4.12273 2.99088
C -4.46538 -3.59351 2.03641
C -4.07553 -2.43756 1.33895
C -2.82949 -1.90245 1.52430
C -1.91994 -2.49452 2.42093
N -0.64383 -2.01016 2.54021
H 3.93970 1.23635 4.22824
H 3.45317 -0.28741 6.10603
H 1.65395 -1.96682 5.90066
H 2.71673 1.01022 2.09286
H 0.21153 -3.50219 5.42214
H -1.85230 -4.79783 4.93166
H -3.95548 -4.97091 3.58734
H -5.43500 -4.03462 1.84625
H -4.76049 -1.96830 0.64463
H -2.55326 -0.98128 1.03261
C 4.08382 -1.38611 -3.22420
N 2.95152 -0.78999 -2.53410
C 1.70054 -0.91745 -3.24825
C 2.99078 -0.50369 -1.20423
O 1.98843 -0.53987 -0.47034
N 4.22020 -0.14867 -0.72740
C 5.13789 0.68139 -1.48023
C 4.56862 -0.35743 0.66272
H 3.74614 -2.29652 -3.72301
H 4.86181 -1.65887 -2.51696
H 4.49384 -0.71312 -3.98236
H 1.77612 -0.38469 -4.20122
H 0.90262 -0.48569 -2.66140
H 1.45900 -1.96501 -3.43773
H 4.68481 1.00267 -2.41484
H 6.07825 0.16454 -1.69430
H 5.36967 1.57359 -0.89081
H 3.77442 -0.89921 1.16704
H 4.73169 0.59501 1.17446
H 5.48581 -0.94856 0.72640
I 2.12728 -3.51967 1.09371
I -0.87921 -2.26295 -1.14942

Kohn-Sham gap (spin up / spin down)	7.3 / 5.4	eV
energy above the lowest of the compared OMol25 structures with the same formula, charge and spin	0.391	eV
DFT total energy	-105554.98488	eV
2S+1	5
lowest unoccupied orbital energy (spin up / spin down)	-0.09 / -2.05	eV
molar mass	931.513	g mol⁻¹
total charge	0

---

# 2
Density functional theory data (ωB97M-V/def2-TZVPD) for a structure of composition C39H36F12N6O2Sn.

Element x y z (Å)
Sn -0.13538 -0.21867 0.43730
C -7.66498 0.07130 -0.65370
C -6.18714 0.33829 -0.55748
C -5.58061 1.40735 -1.20276
C -4.22192 1.61212 -1.11545
C -3.34484 0.75450 -0.40108
N -2.00609 0.96196 -0.39736
C -1.41834 1.82301 -1.30540
C -1.71969 1.75072 -2.68142
C -1.11427 2.55871 -3.61633
C -0.13819 3.47565 -3.23336
C 0.57680 4.32983 -4.24399
C 0.20001 3.52571 -1.89214
C -0.39396 2.72132 -0.91818
C 0.00880 2.86485 0.57101
O 0.02964 1.72275 1.30736
C -0.99168 3.86014 1.22416
F -2.22588 3.36441 1.25701
F -0.65796 4.16488 2.49008
F -1.07402 5.04039 0.56457
C 1.45066 3.45002 0.72093
F 2.31251 2.78548 -0.05167
F 1.57088 4.76878 0.39403
F 1.88686 3.35692 1.97309
C -3.99170 -0.26922 0.36954
C -5.36306 -0.44749 0.23894
C -3.22029 -1.06984 1.44308
O -1.93999 -1.37663 1.13557
C -3.88355 -2.45680 1.73631
F -4.10086 -3.13765 0.59382
F -5.06593 -2.44316 2.39719
F -3.08456 -3.23525 2.47906
C -3.32747 -0.23983 2.75716
F -4.59120 0.11523 3.07054
F -2.86899 -0.91444 3.83363
F -2.62264 0.88102 2.66673
H -8.14647 0.79903 -1.31053
H -8.15658 0.13334 0.32151
H -7.87633 -0.92356 -1.05687
H -6.18209 2.10591 -1.77894
H -3.79838 2.47467 -1.61001
H -2.46615 1.03028 -2.99155
H -1.38677 2.46327 -4.66331
H -0.05083 4.51607 -5.11782
H 1.49454 3.84949 -4.59548
H 0.85738 5.29516 -3.81967
H 0.96194 4.23366 -1.59963
H -5.84483 -1.22793 0.81097
C 0.24962 -0.13485 3.74704
N 1.17792 -0.64229 2.75346
C 1.29318 -2.09757 2.85237
C 2.47774 -0.01814 2.77125
C 2.95488 0.63957 3.89111
C 4.21081 1.24402 3.91755
C 4.99482 1.17156 2.77436
C 4.54553 0.50194 1.65275
C 3.28248 -0.13895 1.60109
N 2.77316 -0.74394 0.51264
C 3.60437 -1.25073 -0.43200
C 4.75613 -2.01120 -0.10402
C 5.60247 -2.53753 -1.05925
C 5.35124 -2.34137 -2.41412
C 4.21351 -1.62530 -2.76695
C 3.34122 -1.10115 -1.82387
N 2.17077 -0.38740 -2.25068
C 1.13924 -1.28410 -2.73287
C 2.41337 0.68790 -3.18354
H 0.53430 -0.42364 4.77203
H -0.72764 -0.56374 3.55132
H 0.18599 0.94778 3.66270
H 1.66874 -2.39050 3.84629
H 1.97013 -2.44995 2.07724
H 0.31533 -2.55191 2.68248
H 2.32740 0.70456 4.76973
H 4.54887 1.77172 4.80086
H 5.96083 1.66632 2.74179
H 5.15714 0.48992 0.75790
H 4.97345 -2.16078 0.94781
H 6.47162 -3.10628 -0.74192
H 6.01717 -2.73318 -3.17386
H 3.98770 -1.46680 -3.81743
H 1.44209 -1.79710 -3.66754
H 0.22596 -0.71745 -2.93190
H 0.91905 -2.03447 -1.97802
H 2.70319 0.34533 -4.19631
H 3.20407 1.33293 -2.79862
H 1.50144 1.28287 -3.28210
N -0.62566 -5.52205 -0.20622
C 0.70093 -5.77302 -0.48583
C 1.34379 -4.59020 -0.26742
N 0.44583 -3.63348 0.13306
C -0.71907 -4.21484 0.15899
H -1.39056 -6.16829 -0.27600
H 1.04704 -6.73937 -0.80604
H 2.38945 -4.35646 -0.38937
H -1.63749 -3.72419 0.43060

Kohn-Sham gap	5.3	eV
energy above the lowest of the compared OMol25 structures with the same formula, charge and spin	0.000	eV
DFT total energy	-92508.38968	eV
2S+1	1
lowest unoccupied orbital energy	4.35	eV
molar mass	967.444	g mol⁻¹
total charge	-2

---

# 3
Density functional theory data (ωB97M-V/def2-TZVPD) for a structure of composition C39H37AuF10Ge2N3.

Element x y z (Å)
Au 0.30487 -0.29892 0.01453
C -0.05857 -3.87771 0.41574
N 0.55881 -2.64597 0.85347
C 1.99103 -2.56858 0.59463
C 2.39368 -2.15069 -0.82241
N 1.60434 -1.02190 -1.33487
C 1.82355 -0.61135 -2.62662
C 2.96947 -0.88498 -3.39406
F 4.03480 -1.52311 -2.87340
C 3.11656 -0.47060 -4.70770
F 4.24259 -0.76764 -5.36241
C 2.14252 0.28075 -5.33028
F 2.29126 0.69327 -6.59244
C 1.00930 0.60046 -4.60512
F 0.03967 1.32361 -5.16926
C 0.86492 0.15974 -3.30619
F -0.26703 0.50528 -2.67288
C 0.14770 -2.19733 2.18619
C -1.18518 -1.46364 2.20622
N -1.20364 -0.23736 1.37203
C -2.40845 0.40918 1.23471
C -3.52504 0.25745 2.08069
F -3.48955 -0.53188 3.17446
C -4.72425 0.92574 1.89364
F -5.72266 0.71498 2.75589
C -4.89792 1.81167 0.85309
F -6.04912 2.46523 0.68345
C -3.83093 2.00560 -0.00033
F -3.94240 2.85027 -1.02590
C -2.64687 1.32354 0.18860
F -1.68518 1.56209 -0.71780
H 0.25043 -4.73847 1.02859
H 0.21269 -4.07773 -0.62202
H -1.14310 -3.78924 0.45716
H 2.51191 -3.50820 0.83280
H 2.39287 -1.81975 1.27876
H 2.28928 -2.98508 -1.52647
H 3.46224 -1.93350 -0.75362
H 0.91996 -1.52766 2.56921
H 0.07870 -3.03291 2.89815
H -1.40315 -1.24666 3.25128
H -1.96833 -2.14334 1.84873
C -4.25297 -3.46427 -3.31318
Ge -3.87775 -2.79669 -1.51083
C -5.26539 -1.55365 -0.92615
C -3.76852 -4.31814 -0.27849
C -2.20894 -1.81673 -1.53078
H -5.09010 -4.16343 -3.29177
H -3.38204 -3.98311 -3.71488
H -4.50187 -2.64307 -3.98487
H -6.24922 -2.02284 -0.96092
H -5.28356 -0.67023 -1.56575
H -5.07729 -1.22979 0.09912
H -4.70468 -4.87815 -0.28499
H -3.58307 -3.98114 0.74256
H -2.96640 -4.99565 -0.57365
H -1.25768 -2.18718 -1.90087
H -2.22850 -0.75163 -1.32584
C -1.22944 5.35576 1.19620
C -1.53942 4.21109 1.91922
C -0.71662 3.09934 1.83976
C 0.42770 3.11379 1.04251
C 0.73406 4.27176 0.32961
C -0.09172 5.38620 0.40471
Ge 1.60590 1.57921 0.91557
C 3.04802 1.92139 -0.33617
C 4.38849 1.86753 0.04156
C 5.39412 2.09888 -0.88930
C 5.07003 2.39561 -2.20449
C 3.73711 2.47977 -2.58666
C 2.73686 2.24245 -1.65784
C 2.23209 0.97789 2.65629
C 1.60768 1.42945 3.81846
C 2.02498 0.98730 5.06652
C 3.07449 0.08648 5.17169
C 3.71404 -0.36436 4.02504
C 3.29351 0.07848 2.77990
H -1.87642 6.22198 1.24930
H -2.42944 4.18057 2.53596
H -0.98073 2.20545 2.39034
H 1.62101 4.31052 -0.29174
H 0.15536 6.27630 -0.15956
H 4.66154 1.66073 1.06874
H 6.43128 2.04936 -0.58297
H 5.85297 2.56971 -2.93137
H 3.47589 2.72477 -3.60900
H 1.70000 2.31229 -1.96745
H 0.79616 2.14245 3.75902
H 1.52883 1.35077 5.95734
H 3.39776 -0.25977 6.14502
H 4.54042 -1.05976 4.09972
H 3.80967 -0.28234 1.89713

Kohn-Sham gap (spin up / spin down)	4.0 / 3.9	eV
energy above the lowest of the compared OMol25 structures with the same formula, charge and spin	0.690	eV
DFT total energy	-189405.61910	eV
2S+1	2
lowest unoccupied orbital energy (spin up / spin down)	-1.44 / -3.07	eV
molar mass	1079.913	g mol⁻¹
total charge	0